ORCA calculation (ωB97M-V with the def2-TZVPD basis set) on an isolated molecule of C5H7NS at a distorted geometry.

Values from the calculation:
**E_HOMO**: -8.39 eV
**Frontier orbital gap**: 8.7 eV
**LUMO energy**: 0.3 eV

```
14
Properties=species:S:1:pos:R:3:lowdin_charge:R:1
C 1.5945 2.2297 -0.8092 0.04
C 0.9668 1.0551 -0.5734 -0.35
C 0.9899 -0.1518 -1.5271 -0.10
C 0.0607 -1.1533 -0.8122 -0.18
C -0.5834 -0.4809 0.3400 -0.82
S -1.5730 -1.0556 1.5095 0.64
N 0.0898 0.7223 0.3925 0.04
H 2.0809 2.4745 -1.7607 0.06
H 1.6688 2.9725 -0.0185 0.05
H 0.7050 0.1563 -2.5539 0.13
H 1.9792 -0.5708 -1.5823 0.11
H -0.6467 -1.5104 -1.5079 0.10
H 0.6301 -1.9954 -0.3923 0.13
H -0.0479 1.3135 1.2079 0.15
```



ORCA calculation (ωB97M-V with the def2-TZVPD basis set) on an isolated molecule of C5H7NS at a distorted geometry.

Values from the calculation:
**E_HOMO**: -8.82 eV
**Frontier orbital gap**: 9.7 eV
**LUMO energy**: 0.9 eV

```
14
Properties=species:S:1:pos:R:3:lowdin_charge:R:1
S 2.8185 -0.2773 -0.0565 0.72
N 1.6066 1.0472 -0.1544 -0.23
C 0.4509 0.4204 -0.1622 -0.54
C 0.1452 -0.9320 0.0084 -0.27
C -1.3739 -1.0470 -0.1664 -0.12
C -1.8953 0.1263 -0.2367 -0.12
C -0.8493 1.2158 0.0997 -0.10
H 3.9731 0.4024 -0.2347 -0.16
H 0.7429 -1.6416 -0.6564 0.11
H 0.7166 -1.1920 1.0219 0.15
H -1.8006 -2.0948 0.2384 0.16
H -3.0619 0.2179 -0.2286 0.14
H -0.9463 1.5616 1.1074 0.10
H -0.5267 2.1930 -0.5798 0.17
```



ORCA calculation (ωB97M-V with the def2-TZVPD basis set) on an isolated molecule of C5H7NS2 at a distorted geometry.

Values from the calculation:
**E_HOMO**: -8.45 eV
**Frontier orbital gap**: 8.6 eV
**LUMO energy**: 0.2 eV

```
15
Properties=species:S:1:pos:R:3:lowdin_charge:R:1
S 1.3729 2.0401 -1.8337 0.67
C 0.6245 0.8667 -0.9923 -0.90
N 0.1809 -0.3027 -1.5147 0.01
C -0.5359 -1.2544 -0.7822 -0.12
C -1.0169 -0.9521 0.4447 -0.13
C -0.8421 0.4070 0.9785 -0.23
C 0.5137 1.0061 0.5182 -0.64
S 1.9697 0.1659 1.3034 0.75
H 0.2046 -0.3921 -2.5291 0.14
H -0.5506 -2.2863 -1.1810 0.13
H -1.6200 -1.6884 1.0117 0.12
H -1.6225 1.0795 0.7070 0.11
H -0.8784 0.3228 2.1026 0.13
H 0.6021 2.0749 0.8147 0.10
H 1.5979 -1.0869 0.9522 -0.13
```



ORCA calculation (ωB97M-V with the def2-TZVPD basis set) on a structure of composition C5H7O3S at a distorted geometry.

Values from the calculation:
**Total charge**: -1
**E_HOMO**: -3.40 eV
**Frontier orbital gap**: 7.0 eV
**LUMO energy**: 3.6 eV

```
16
Properties=species:S:1:pos:R:3:lowdin_charge:R:1
C 0.8256 1.9331 0.1650 -0.01
C 0.1776 1.1254 -0.6935 -0.16
C -0.4881 -1.5518 -0.6252 -0.12
C 0.1257 -1.2664 0.6852 -0.13
C -0.3879 -0.0983 -0.1572 -0.28
O -3.7801 -1.0400 -0.4697 -0.57
O -4.2841 0.8553 0.9701 -0.54
O -1.9202 0.5200 0.6507 -0.43
S -3.4473 0.3830 -0.1480 0.56
H 1.1674 2.9082 -0.1181 0.03
H 0.7548 1.6699 1.2787 0.10
H 0.3490 1.4007 -1.8117 0.13
H 0.1813 -1.9207 -1.3136 0.06
H -1.5059 -2.0684 -0.7098 0.12
H -0.3091 -1.5214 1.6582 0.10
H 1.2647 -1.3385 0.7514 0.12
```



ORCA calculation (ωB97M-V with the def2-TZVPD basis set) on a structure of composition C5H7O3Tl at a distorted geometry.

Values from the calculation:
**Total charge**: +3
**E_HOMO (alpha / beta)**: -22.43 / -22.43 eV
**Frontier orbital gap (alpha / beta)**: 9.5 / 6.3 eV
**Spin multiplicity**: 2
**LUMO energy (alpha / beta)**: -13.0 / -16.2 eV
**⟨S²⟩**: 0.757

```
16
Properties=species:S:1:pos:R:3:lowdin_charge:R:1
O -0.7195 -2.0564 -0.0260 0.32
C -0.2793 -3.1580 0.0244 0.08
C 0.1724 -4.3693 0.1145 0.38
H 0.4793 -4.8910 -0.7937 0.18
H 0.2714 -4.8270 1.1012 0.18
O -0.4643 0.3873 -0.0991 0.15
O 1.5790 -0.5528 -0.5460 0.37
C -0.2631 1.8364 0.3733 -0.04
C -1.3963 2.6280 -0.1868 -0.02
C 0.4518 -0.3770 -0.3766 -0.22
H -0.2381 1.7566 1.4647 0.16
H 0.7086 2.1543 -0.0165 0.13
H -0.9807 3.6116 -0.4478 0.12
H -1.8053 2.2010 -1.1100 0.12
H -2.1983 2.7530 0.5501 0.11
Tl 4.6824 2.9033 -0.0256 0.99
```



ORCA calculation (ωB97M-V with the def2-TZVPD basis set) on the ion C5H7O4S with charge -1 at a distorted geometry.

Values from the calculation:
**Total charge**: -1
**E_HOMO (alpha / beta)**: -1.55 / -4.84 eV
**Frontier orbital gap (alpha / beta)**: 5.2 / 7.3 eV
**Spin multiplicity**: 3
**LUMO energy (alpha / beta)**: 3.6 / 2.4 eV
**⟨S²⟩**: 2.012

```
17
Properties=species:S:1:pos:R:3:lowdin_charge:R:1
C -0.2683 -3.2486 -0.4042 -0.12
C 0.1461 -1.1651 -1.0619 -0.34
C -0.0806 -0.2605 0.1094 -0.55
C -1.4352 0.5199 -0.1454 -0.01
C 1.1705 0.5736 0.4167 -0.02
O 0.1316 -3.3129 2.2478 -0.36
O 0.4011 -0.9112 -2.2077 0.05
O 2.0059 -2.1578 0.9903 -0.39
O -0.2153 -1.0955 1.2898 -0.27
S 0.5578 -2.5913 1.0634 0.59
H 0.6615 -3.4924 -1.0272 -0.02
H -2.2621 -0.0900 0.2362 0.08
H -1.5222 0.5569 -1.2125 0.05
H -1.5886 1.5426 0.3227 0.08
H 1.3596 1.3834 -0.1543 0.03
H 2.0303 -0.1200 0.2727 0.09
H 1.0240 0.9711 1.4265 0.10
```



DFT total energy per entry: -17623.246; -17620.443; -28458.632; -22273.501; -16098.963; -24318.291 eV
Molecular weight per entry: 113.18; 113.18; 145.25; 147.18; 319.49; 163.17 g/mol